1) Density functional theory data (ωB97M-V/def2-TZVPD) for C4H10O3 in the gas phase.

Atoms and positions in Å:
O  -0.36  -0.07  1.79
O  0.91  -0.47  -0.12
O  -1.55  1.39  -0.20
C  -1.69  0.00  -0.12
C  -0.49  -0.65  0.56
C  0.63  -1.23  -1.45
C  1.55  0.84  -0.24
H  -1.41  1.68  0.70
H  -2.60  -0.26  0.44
H  2.51  0.68  -0.76
H  0.92  1.51  -0.83
H  1.73  1.25  0.75
H  0.38  -0.40  -2.12
H  -1.80  -0.38  -1.13
H  0.30  -0.58  2.28
H  1.62  -1.59  -1.73
H  -0.57  -1.75  0.56

Multiplicity: 1
Orbital gap: 7.3 eV
E_LUMO: 0.415 eV

---

2) Density functional theory data (ωB97M-V/def2-TZVPD) for 3 unconnected molecules or ions with the total composition C4H10O3.

Atoms and positions in Å:
O  -0.66  -2.13  -0.83
O  0.70  -0.34  1.07
O  1.49  -0.85  -2.59
C  -1.71  -0.33  1.22
C  0.82  2.27  0.55
C  -0.53  0.26  1.15
C  -0.33  1.69  0.82
H  0.70  -0.38  -2.28
H  1.80  1.83  0.37
H  -0.22  -2.98  -0.67
H  0.92  3.30  0.24
H  -1.84  -1.38  1.43
H  -2.59  0.25  0.99
H  -1.19  2.34  0.98
H  2.24  -0.44  -2.16
H  -0.22  -1.83  -1.64
H  0.63  -1.26  1.34

Multiplicity: 1
Orbital gap: 9.1 eV
E_LUMO: 0.558 eV

---

Short version: 1) is the least stable of them.

---

1) Density functional theory data (ωB97M-V/def2-TZVPD) for 2 unconnected molecules or ions with the total composition C4H10O3.

Atoms and positions in Å:
O  3.00  1.03  -2.22
O  0.83  -2.44  1.03
O  -2.88  0.59  -0.09
C  -0.48  -0.45  0.68
C  0.85  -1.11  0.62
C  -0.57  1.03  0.39
C  -2.07  1.42  0.22
H  -0.85  -0.64  1.71
H  1.20  -0.92  -0.44
H  3.83  1.38  -1.89
H  1.63  -0.59  1.28
H  -1.20  -0.96  0.03
H  2.95  1.05  -3.17
H  -0.19  1.22  -0.63
H  -2.31  2.50  0.31
H  1.36  -3.03  0.51
H  -0.18  1.65  1.19

Multiplicity: 1
Orbital gap: 10.3 eV
E_LUMO: 0.646 eV

---

2) Density functional theory data (ωB97M-V/def2-TZVPD) for 3 unconnected molecules or ions with the total composition C4H10O3.

Atoms and positions in Å:
O  -0.46  -0.04  -1.61
O  2.05  0.96  -3.12
O  2.08  2.72  3.79
C  -1.22  -1.68  1.04
C  -1.10  -0.38  1.35
C  -1.03  -1.33  -1.47
C  -1.31  -2.05  -0.38
H  -1.60  -1.37  -2.37
H  -0.58  -0.06  2.26
H  2.22  1.89  -2.88
H  -1.36  0.44  0.69
H  1.80  0.98  -4.05
H  1.24  2.26  3.78
H  2.16  3.14  2.93
H  -1.75  -3.03  -0.52
H  0.41  0.01  -1.17
H  -1.56  -2.45  1.72

Multiplicity: 1
Orbital gap: 8.5 eV
E_LUMO: 0.419 eV

---

Short version: 2) is the least stable of them.

---

1) Density functional theory data (ωB97M-V/def2-TZVPD) for 2 unconnected molecules or ions with the total composition CH13NSi4.

Atoms and positions in Å:
Si  0.55  -0.10  -0.62
Si  2.63  0.52  0.37
Si  -2.05  1.41  -0.84
Si  -1.46  -0.22  1.76
N  -0.95  0.44  0.18
C  0.40  -1.91  -1.28
H  1.37  -2.17  -1.72
H  -1.67  -1.66  1.72
H  3.12  1.74  -0.32
H  0.08  -2.69  -0.54
H  -1.90  0.62  -2.15
H  2.24  0.16  1.82
H  -1.30  2.64  -0.77
H  0.59  0.79  -2.39
H  -0.37  -0.08  2.93
H  -2.84  0.49  2.24
H  -0.45  -1.89  -2.07
H  3.83  -0.31  0.13
H  -3.47  1.49  -0.35

Multiplicity: 1
Orbital gap: 9.7 eV
E_LUMO: 0.436 eV

---

2) Density functional theory data (ωB97M-V/def2-TZVPD) for a molecular structure, CH13NSi4.

Atoms and positions in Å:
Si  2.32  -0.60  1.26
Si  1.80  1.84  -0.38
Si  -3.09  0.94  -0.53
Si  0.57  -0.67  -1.45
N  1.40  0.13  -0.09
C  0.06  -2.30  -0.69
H  3.22  1.89  -0.20
H  -4.36  0.40  0.09
H  0.85  2.71  0.51
H  -2.31  -0.06  -1.28
H  0.91  -2.80  -0.18
H  1.46  2.37  -1.77
H  -0.70  -2.16  0.14
H  -3.93  1.79  -1.44
H  3.77  -0.65  0.94
H  -2.00  1.62  -0.02
H  -0.08  -3.10  -1.44
H  1.83  0.08  2.51
H  2.07  -2.04  1.45

Multiplicity: 1
Orbital gap: 8.2 eV
E_LUMO: 0.008 eV

---

Short version: 2) is the least stable of them.

---

1) Density functional theory data (ωB97M-V/def2-TZVPD) for C4H7F in the gas phase.

Atoms and positions in Å:
F  -1.24  1.13  -1.27
C  0.18  0.86  -1.21
C  0.15  0.42  0.31
C  0.87  -0.76  0.75
C  -0.70  -0.77  0.53
H  0.36  0.13  -1.90
H  -0.36  1.25  0.97
H  -1.22  -1.15  -0.40
H  1.07  -0.97  1.86
H  -1.28  -0.72  1.64
H  0.73  1.85  -1.34
H  1.45  -1.26  0.05

Multiplicity: 1
Orbital gap: 10.9 eV
E_LUMO: 1.160 eV

---

2) Density functional theory data (ωB97M-V/def2-TZVPD) for C4H7F in the gas phase.

Atoms and positions in Å:
F  0.50  -1.60  0.56
C  0.00  -0.43  -1.51
C  -0.70  0.27  0.92
C  0.30  -0.39  -0.03
C  0.65  0.66  1.09
H  -1.35  -0.58  1.56
H  -0.56  -1.24  -1.96
H  0.91  1.53  0.60
H  0.86  -0.06  -2.24
H  -0.66  0.56  -1.68
H  1.53  0.22  1.73
H  -1.48  1.06  0.95

Multiplicity: 1
Orbital gap: 10.4 eV
E_LUMO: 1.099 eV

---

Short version: 2) is the least stable of them.

---

1) Density functional theory data (ωB97M-V/def2-TZVPD) for 4 unconnected molecules or ions with the total composition C4H17N2O2.

Atoms and positions in Å:
O  0.08  1.18  -2.19
O  -1.00  -0.19  -0.42
N  0.69  -0.36  1.93
N  2.21  -0.50  -1.38
C  2.62  0.91  1.20
C  1.76  -1.04  -0.17
C  1.34  0.19  0.79
C  -6.19  -0.34  0.70
H  2.35  1.69  1.91
H  0.65  0.78  0.17
H  -1.40  -0.80  -1.05
H  -0.28  -0.60  1.73
H  2.87  -1.02  -1.94
H  3.28  0.20  1.70
H  -6.76  -0.23  -0.22
H  -5.30  -0.96  0.56
H  1.48  -0.01  -1.92
H  0.82  -1.62  -0.28
H  0.66  0.34  2.68
H  -5.97  0.67  1.03
H  -0.62  1.23  -2.86
H  -6.86  -0.87  1.37
H  3.05  1.35  0.30
H  2.49  -1.68  0.32
H  -0.37  0.79  -1.36

Multiplicity: 1
Orbital gap: 5.0 eV
Charge: +1
E_LUMO: -9.372 eV

---

2) Density functional theory data (ωB97M-V/def2-TZVPD) for 3 unconnected molecules or ions with the total composition C4H17N2O2.

Atoms and positions in Å:
O  2.75  0.31  -1.13
O  2.06  -0.55  2.60
N  -2.17  -1.07  1.18
N  -1.14  1.00  -0.17
C  -0.14  0.17  0.58
C  -0.29  0.75  -2.54
C  -0.72  -1.22  0.87
C  -1.49  0.56  -1.59
H  2.82  -1.13  2.62
H  -0.17  -0.11  -3.22
H  0.90  0.20  0.19
H  3.27  -0.43  -1.47
H  3.43  1.00  -1.17
H  -2.58  -1.99  1.04
H  -0.34  -1.86  0.04
H  0.67  0.88  -1.99
H  -0.04  0.74  1.54
H  -0.63  1.87  -0.42
H  2.22  0.35  2.31
H  -1.93  1.09  0.48
H  -2.20  1.35  -1.92
H  -1.97  -0.42  -1.55
H  -0.42  1.63  -3.17
H  -2.22  -0.71  2.14
H  -0.29  -1.64  1.83

Multiplicity: 1
Orbital gap: 10.6 eV
Charge: +1
E_LUMO: -2.814 eV

---

Short version: 1) is the least stable of them.

---

1) Density functional theory data (ωB97M-V/def2-TZVPD) for C7H6 in the gas phase.

Atoms and positions in Å:
C  1.47  2.58  1.33
C  1.04  1.57  0.83
C  -1.15  -1.56  0.90
C  -0.57  -0.50  1.48
C  -1.57  -2.58  0.37
C  0.43  0.51  0.28
C  0.34  0.03  -1.09
H  1.41  -0.37  -1.44
H  2.12  3.40  1.57
H  0.17  0.85  -1.74
H  -1.00  -0.04  2.32
H  -0.49  -0.72  -1.12
H  -2.13  -3.17  -0.22

Multiplicity: 3
<S²>: 2.046
Orbital gap (alpha / beta): 8.3 / 8.1 eV
E_LUMO (alpha / beta): 1.010 / -1.341 eV

---

2) Density functional theory data (ωB97M-V/def2-TZVPD) for C7H6 in the gas phase.

Atoms and positions in Å:
C  -0.36  -0.12  -2.25
C  0.06  -0.81  -1.19
C  0.73  0.51  -1.37
C  -0.32  0.49  0.75
C  -0.10  -0.64  1.71
C  -0.80  -0.81  0.36
C  0.50  1.23  -0.04
H  -1.65  -1.53  0.15
H  -0.79  -0.88  2.46
H  1.77  0.52  -1.64
H  0.93  -0.78  1.70
H  1.06  1.92  0.46
H  -1.00  -0.12  -3.13

Multiplicity: 3
<S²>: 2.018
Orbital gap (alpha / beta): 5.6 / 6.4 eV
E_LUMO (alpha / beta): 0.289 / -2.189 eV

---

Short version: 2) is the least stable of them.